Molecular formula: C8H11NO2
Method: DFT, wB97M-V/def2-TZVPD

Results
E_HOMO (alpha / beta)	-6.60 / -6.45	eV
frontier orbital gap (alpha / beta)	6.86 / 6.75	eV
LUMO (alpha / beta)	0.3 / 0.3	eV
ΔE to the lowest compared entry with this formula, charge and spin	94.0	kcal per mole

```
! RIJCOSX wB97M-V def2-TZVPD def2/J DEFGRID3
* xyz 0 1
O -3.707 0.080 -0.387
O -3.244 2.233 0.225
N -0.739 -2.017 -0.011
C 1.630 -0.549 -0.978
C -3.397 1.137 -0.106
C -0.166 -2.128 -1.226
C 0.913 0.407 -0.223
C 0.655 2.630 1.059
C -0.239 -1.760 1.181
C 1.405 1.618 0.141
C 1.154 -1.729 -1.512
H 1.574 -2.315 -2.320
H -1.714 -2.188 -0.026
H -0.323 2.918 0.770
H -0.150 0.213 -0.048
H -0.922 -1.468 1.933
H 1.213 3.538 0.894
H 0.906 -1.533 1.373
H 2.507 1.701 0.130
H -0.736 -2.839 -1.953
H 2.686 -0.333 -0.984
H 0.694 2.382 2.068
*
```